[1]
32
Properties=species:S:1:pos:R:3:forces:R:3 method="wB97M-V/def2-TZVPD" relative_energy_kj_mol=237.3 smiles=COc1ccc(N2CCCNCC2)cn1 fmax_ev_per_a=4.280 multiplicity=1 homo_energy_ev=-7.52 e_lumo_ev=0.896 orbital_gap_ev=8.41
O -4.209221 0.373745 0.341757 -2.1 -0.3 0.9
N 1.144527 0.109488 -1.143405 -3.5 0.5 -0.2
N -2.412671 -0.885659 -0.294893 0.6 -0.3 0.4
N 2.965362 -0.845304 1.014353 2.3 0.2 -2.5
C -2.243015 1.510769 -0.161916 -2.7 -1.0 -0.2
C 1.708373 -1.174411 -1.214764 2.3 -1.3 0.7
C -0.958595 1.388167 -0.537638 2.8 3.2 -0.3
C -0.280541 0.189693 -0.742973 1.1 -1.4 -0.2
C 2.097089 -1.681054 0.238236 -1.4 -3.2 -1.2
C 2.016184 1.188618 -0.846659 0.9 0.2 0.7
C -2.963220 0.275528 -0.024973 2.4 0.6 -0.9
C 2.219979 0.269859 1.495720 -1.6 0.2 -0.1
C -1.089723 -0.944106 -0.577904 1.0 -0.5 -0.6
C -4.977015 -0.833911 0.558825 -1.3 0.6 0.3
C 2.247710 1.465685 0.637703 0.7 3.2 -0.4
H 2.389980 -2.824811 0.157088 0.0 2.2 0.3
H -0.616106 -1.962824 -0.734024 -1.1 1.3 0.3
H -2.894559 2.418220 -0.155707 1.2 -0.6 0.3
H -5.354617 -1.146973 -0.484164 0.5 0.0 1.9
H -4.353284 -1.609072 1.085987 -0.7 0.7 -0.8
H 3.195489 2.077521 0.757538 -0.5 -1.0 -0.3
H 2.996985 1.043141 -1.304830 -0.2 -0.4 -0.3
H -5.862734 -0.479307 1.267614 1.8 -0.9 -1.7
H 2.579614 0.509632 2.433062 0.6 0.7 2.2
H 2.665813 -1.120464 -1.813178 -0.7 0.1 0.6
H 1.164237 -1.696140 0.840884 0.3 -0.4 -0.5
H 1.535211 2.255364 0.963437 -0.1 -0.8 0.1
H 1.152879 0.020877 1.608392 0.4 -0.3 0.2
H 3.724575 -0.424415 0.353451 -1.4 -1.3 1.6
H 1.119186 -1.897193 -1.793569 -0.2 0.2 0.4
H -0.353267 2.357771 -0.633134 -1.0 -1.4 -0.1
H 1.645363 2.071576 -1.290323 -0.4 1.2 -0.6

---

[2]
32
Properties=species:S:1:pos:R:3:forces:R:3 method="wB97M-V/def2-TZVPD" relative_energy_kj_mol=545.6 smiles=CCOc1cncc(N2CCNCC2)c1 fmax_ev_per_a=5.385 multiplicity=1 homo_energy_ev=-7.66 e_lumo_ev=0.823 orbital_gap_ev=8.48
O -0.928275 2.804020 -1.083213 1.8 1.0 -2.1
N 0.624866 -1.222747 1.025558 -0.9 1.0 1.8
N -0.108780 -0.563955 -2.393403 1.1 -1.7 0.5
N 0.218582 -2.460421 3.300525 -1.1 -4.4 -0.7
C 0.043576 0.823979 -0.014450 0.1 1.1 -0.1
C -0.761368 3.674051 -2.360390 -2.6 -3.5 -0.9
C -2.217363 3.640577 -3.025926 1.8 0.3 -0.2
C 1.016488 -3.336797 2.265158 -2.6 -2.5 1.4
C 0.243500 -1.311873 -1.314792 -2.1 4.8 -1.1
C 0.413768 -0.380847 2.248253 3.8 0.1 0.9
C 1.286329 -2.493100 1.009590 0.8 -1.2 -1.6
C 0.867524 -1.205078 3.491963 -1.2 0.5 0.6
C 0.218464 -0.611792 -0.136744 1.7 2.1 2.1
C -0.337253 0.745016 -2.310386 -1.6 -0.8 -2.7
C -0.434015 1.521669 -1.170622 1.0 -0.8 1.9
H -2.320110 2.619369 -3.422886 -0.3 0.5 -0.1
H 0.055515 3.379793 -3.047398 -0.6 -1.2 0.4
H -0.430136 4.630041 -2.243752 0.3 2.8 2.1
H -0.855395 -2.536932 3.079334 3.1 0.8 0.5
H 0.747108 -0.763585 4.598761 -0.3 -0.5 -2.6
H 2.409449 -2.443463 0.987942 -0.7 0.6 -0.3
H -2.948272 3.788508 -2.230589 0.1 0.1 -0.1
H 1.150328 0.541075 2.199125 -1.7 -1.5 0.3
H 0.454071 1.382160 0.965602 -1.8 -1.2 -2.9
H 1.909061 -1.501413 3.474683 0.5 0.6 -0.3
H 2.018300 -3.760964 2.606850 -1.3 1.1 0.4
H 1.022059 -2.967439 -0.018999 0.6 0.2 2.6
H 0.386239 -4.474559 2.165019 1.4 3.7 -0.2
H -0.641521 -0.117236 2.323905 0.2 0.3 0.0
H -0.683945 1.032056 -3.329664 0.3 0.8 1.0
H 0.332156 -2.332225 -1.222557 0.1 -1.9 -1.4
H -2.359274 4.427692 -3.838347 0.3 -1.1 1.0